No. 1
C16H48BF4O16Tl | wB97M-V/def2-TZVPD

Structure (XYZ):
```
86
Properties=species:S:1:pos:R:3:forces:R:3:lowdin_charge:R:1
Tl -3.3189 -1.5620 -0.4237 0.1 0.0 -0.4 1.204
F -0.7336 -2.1635 0.2804 0.4 -0.1 -0.1 0.029
F -0.9876 0.1009 0.0523 0.4 -0.5 -0.4 0.043
F 0.7980 -0.6894 1.2127 0.1 -0.6 0.0 0.101
F 0.7774 -1.0065 -1.0439 -0.2 -0.2 0.0 0.151
O -0.7928 3.9024 -0.6174 0.9 0.1 0.0 -0.032
O 2.2962 -3.5342 -0.3285 0.0 -0.4 -0.1 0.006
O -1.9344 0.1751 -2.6173 -0.1 -0.5 0.1 -0.109
O -0.5170 0.9786 3.6754 0.4 0.2 0.3 -0.030
O 2.7945 3.2249 -0.4037 -0.6 -0.1 -0.3 -0.075
O -4.9729 0.1974 -2.3629 0.0 0.5 -0.8 -0.160
O -0.2013 2.3091 -2.6587 0.5 -0.5 0.6 -0.009
O 2.4210 3.1226 -3.8287 -0.2 -0.5 0.2 0.024
O 3.1619 -3.5452 -3.8829 0.0 0.6 0.1 0.028
O -0.3494 -3.3658 2.6407 0.5 0.3 0.3 0.072
O 2.0503 -1.4194 3.6998 -0.3 0.4 0.9 0.021
O -2.6247 -4.4787 -0.4257 0.3 -0.4 0.2 -0.161
O -1.5625 -2.9141 -2.6906 0.2 -0.2 0.0 -0.103
O -2.5911 3.9356 1.7223 0.8 0.1 -0.4 -0.021
O 4.4177 2.7564 2.3105 -0.7 0.0 -0.1 -0.024
O -2.2728 3.2155 4.5809 0.2 -1.4 -0.6 0.011
C -1.0498 -4.1591 -2.2140 0.0 -0.2 0.2 -0.238
C 3.0516 2.6182 1.9407 0.2 -0.8 0.3 -0.233
C -0.5254 1.6005 4.9698 0.3 0.5 -0.8 -0.189
C -1.9492 2.0515 5.2868 1.0 -0.6 2.0 -0.230
C -1.1910 4.1937 1.7467 0.8 0.9 1.3 -0.229
C -0.4112 3.4602 0.6947 -2.2 -0.8 -0.5 -0.182
C 2.8827 2.1117 0.5074 0.3 0.8 -0.5 -0.211
C 0.9091 1.4901 -2.8709 0.6 -0.7 -0.7 -0.214
C 3.1304 -3.3639 -1.4463 0.5 2.1 0.8 -0.183
C -0.1395 -2.4715 3.6753 -2.0 -0.3 -0.5 -0.162
C 1.7456 1.9119 -4.0870 0.3 1.2 -1.0 -0.184
C -4.2087 0.2610 -3.5998 0.3 -0.3 1.5 -0.198
C 1.3294 -2.5113 4.2075 2.1 0.3 -0.8 -0.124
C 2.3273 -3.5156 -2.7750 -0.1 -1.4 0.3 -0.223
C -2.1424 -5.0492 -1.6556 -0.4 1.0 -0.4 -0.199
C -2.8675 0.9111 -3.3919 1.1 0.6 -0.7 -0.219
B -0.0341 -0.9557 0.0845 -0.2 1.4 0.6 -1.309
H -2.8387 1.9228 -2.9628 -0.9 0.0 -0.2 0.136
H -2.6134 1.1858 5.1857 -0.3 0.3 -0.4 0.137
H 3.7278 1.5605 0.0926 0.0 -0.7 0.9 0.131
H -4.0989 -0.7934 -3.8765 0.2 0.3 -0.7 0.127
H 1.9726 1.5061 0.4730 0.0 0.1 -0.4 0.093
H 4.6632 1.8543 2.5501 0.5 0.3 0.1 0.096
H -1.7460 -6.0647 -1.6051 -0.3 -0.1 0.5 0.133
H -0.8666 -2.7067 4.4578 0.5 -0.4 0.2 0.147
H -0.9808 5.2657 1.7933 -0.2 0.1 -0.7 0.145
H 3.4566 -2.3074 -1.3683 0.0 -0.1 -0.6 0.134
H 3.6695 3.3902 -0.7701 0.0 0.2 0.3 0.100
H 1.8797 -4.5118 -2.7121 0.0 0.0 -0.1 0.128
H 3.5649 -2.6767 -4.0246 -0.1 -0.1 -0.1 0.117
H -0.0759 0.9458 5.7193 -0.5 -0.4 0.2 0.136
H 0.3578 1.0924 3.2731 -0.2 -0.1 0.0 0.077
H -1.7557 3.8233 -0.6787 0.1 0.0 0.1 0.113
H -1.1458 0.7554 -2.5094 -0.8 -0.3 0.1 0.043
H -0.1359 2.7152 -1.7538 -0.3 0.4 -0.7 0.089
H -0.8075 2.4334 0.7202 0.6 -0.2 0.5 0.123
H 1.3678 -2.5298 5.2959 -0.2 0.5 0.0 0.145
H -1.8614 2.2617 6.3579 -0.6 0.3 -0.1 0.136
H 0.6372 0.4592 -3.1573 -0.4 0.0 0.3 0.132
H 4.0736 -3.9049 -1.3846 -0.5 -0.8 -0.1 0.140
H 1.1950 2.0756 -5.0194 -0.5 0.2 0.4 0.140
H -0.3786 -1.4503 3.3544 0.6 0.3 0.0 0.118
H -1.6920 -3.0056 -3.6412 -0.1 0.2 0.1 0.104
H 2.6873 3.1121 -2.8958 0.1 0.1 -0.2 0.080
H -0.0074 -2.9792 1.8127 -0.4 -0.1 0.0 0.088
H 1.4983 -2.8007 -2.7660 0.3 0.4 -0.3 0.116
H -2.4503 1.0431 -4.4097 -0.1 0.0 0.1 0.143
H -5.8652 0.3865 -2.6792 -0.2 -0.1 0.7 0.095
H 2.5719 1.9255 2.6495 0.0 -0.3 -0.2 0.109
H -0.7203 3.9181 2.7034 -0.5 -0.6 0.2 0.114
H -2.2116 2.8586 3.6746 -0.6 1.0 -0.1 0.067
H 2.3052 -1.5208 2.7735 -0.2 -0.3 0.0 0.103
H -4.7290 0.8627 -4.3440 -0.1 -0.3 -0.1 0.136
H 2.4668 3.5306 2.0636 0.6 0.4 -0.1 0.120
H -0.3053 -3.9413 -1.4461 -0.2 0.0 0.2 0.103
H 1.5751 1.4335 -2.0082 -0.1 0.0 0.1 0.118
H -0.5076 -4.7244 -2.9757 -0.2 0.2 -0.3 0.127
H 1.8166 -2.6969 -0.2607 -0.2 -0.1 0.0 0.057
H 0.6537 3.4799 0.8753 0.1 0.4 -0.5 0.096
H 2.4128 1.1019 -4.4244 0.3 -0.2 0.8 0.138
H -3.3832 -5.0148 -0.1615 0.1 0.1 0.2 0.099
H -3.0226 -4.9889 -2.3020 0.4 -0.5 -0.6 0.130
H 0.0841 2.5116 5.0065 0.2 -0.1 -0.4 0.133
H -3.0061 4.7793 1.5057 -0.3 -0.2 0.2 0.115
H 1.8531 -3.3952 3.8351 -0.7 -0.4 0.1 0.146
```
Positions in Å, forces in eV/Å.

Relative energy (zero: lowest compared OMol25 entry of this formula, charge and spin) (eV): 0.3840
HOMO (eV): -14.48
Total charge: +2
LUMO (eV): -12.5519
DFT total energy (eV): -66350.39958
Frontier orbital gap (eV): 1.9

No. 2
C24H39BCl2F3N4O5P | wB97M-V/def2-TZVPD

Structure (XYZ):
```
79
Properties=species:S:1:pos:R:3:forces:R:3:lowdin_charge:R:1
Cl 1.8432 -6.3426 6.1327 0.0 0.0 0.0 0.558
Cl 2.9716 -3.5376 7.7005 -0.1 0.0 0.2 0.589
P -5.9458 1.4792 -4.3407 -0.9 0.9 -0.8 0.823
F 3.1465 -0.4767 0.3918 0.1 -0.1 0.1 0.157
F 1.5688 -0.8992 1.7921 0.1 -0.1 0.1 0.161
F 1.8078 -2.1257 0.0297 0.1 -0.2 0.1 0.166
O -3.1146 0.5796 -4.3368 -0.2 0.3 0.0 -0.051
O 4.6008 -2.4377 1.5655 0.1 0.2 -0.1 0.174
O 2.7176 -3.1693 2.5629 -0.1 0.0 -0.1 0.040
O -3.6763 -1.5859 -4.1288 -0.1 -0.2 0.5 0.015
O -8.5098 1.9145 -1.7363 0.6 -0.1 -0.6 0.159
N -5.3591 0.4723 -0.6307 0.8 -0.3 -0.7 0.188
N -7.0878 3.1430 -0.1639 0.4 -0.3 -0.4 0.142
N -5.5144 0.8833 -2.7514 0.7 -0.7 0.8 -0.058
N -7.2709 2.2962 -4.3661 0.5 0.0 -0.1 -0.274
C 6.1684 2.9996 -2.7187 0.0 0.0 0.0 -0.098
C -0.1064 4.0788 -0.7574 0.1 -0.5 0.3 -0.102
C 0.2207 0.2150 -1.4207 -0.6 -0.4 -0.7 -0.207
C 6.7526 1.7757 -0.7333 0.0 0.0 0.0 -0.093
C -0.9010 -0.8284 -1.2871 0.6 0.5 0.8 -0.191
C -3.6464 -0.4050 -3.7819 0.5 -0.2 -0.8 -0.743
C 1.1083 3.2591 -1.2317 0.0 0.6 -0.3 -0.259
C -4.4398 0.0087 -2.5619 -0.3 0.0 0.1 -0.088
C -6.0577 1.1440 -1.5512 -1.2 0.2 0.4 -0.117
C 4.5443 1.5774 -1.6613 0.0 0.0 0.0 -0.091
C -2.0055 -0.3392 -0.3557 -0.6 -0.7 -0.3 -0.169
C 3.4666 -4.1424 3.3221 0.2 -0.4 0.4 -0.190
C -3.3334 -1.1296 -0.5700 0.0 0.7 0.6 -0.096
C -4.3399 -0.2645 -1.2379 -0.3 -0.2 -0.7 -0.155
C 4.0953 -3.5155 4.5461 0.1 0.3 -0.3 -0.095
C 5.4762 1.2317 -0.6922 0.1 0.1 0.0 -0.087
C 1.8297 -6.0133 7.8851 0.0 -0.1 0.1 -0.656
C 1.5929 -4.5575 8.1888 -0.1 0.1 0.1 -0.647
C 0.8259 2.4486 -2.4943 -0.2 0.4 0.2 -0.220
C 3.4201 -2.4071 1.7428 0.1 -0.3 0.2 -0.402
C 4.8905 2.4596 -2.6751 0.0 0.0 0.0 -0.094
C 7.0983 2.6602 -1.7458 0.0 0.0 0.0 -0.101
C -0.2293 1.3649 -2.3180 0.8 -0.1 0.1 -0.205
C 2.4765 -1.4631 0.9818 -0.4 0.5 -0.3 -0.534
B -7.2973 2.0886 -1.1800 0.0 0.4 0.4 -0.542
H 0.5438 0.5382 -0.4323 0.1 0.1 0.1 0.099
H -0.4431 0.9447 -3.2967 -0.4 0.0 -0.1 0.114
H 4.8345 -2.7653 4.2621 0.1 -0.1 0.0 0.081
H -1.7147 -0.4721 0.6837 0.3 0.1 0.1 0.108
H -7.9468 1.8340 -4.9604 -0.4 0.0 0.3 -0.021
H 3.5466 1.1581 -1.6260 0.0 0.0 0.0 0.080
H 5.2086 0.5411 0.0937 0.0 0.0 0.0 0.085
H 1.0273 -6.6113 8.3131 0.0 0.0 0.0 0.073
H -6.5664 3.9172 -0.5732 -0.2 0.2 0.1 0.084
H 6.4395 3.6858 -3.5109 0.0 0.0 0.0 0.099
H -4.8348 2.2377 -4.6949 0.2 -0.3 0.3 0.030
H 3.3400 -3.0209 5.1465 -0.1 -0.1 0.0 0.026
H -1.1379 1.8193 -1.9294 -0.2 0.0 -0.1 0.093
H -0.4664 -1.7055 -0.8124 -0.1 -0.4 -0.2 0.099
H -1.2691 -1.0934 -2.2743 -0.2 0.0 -0.1 0.115
H 4.1636 2.7267 -3.4322 0.0 0.0 0.0 0.097
H 1.7657 2.0572 -2.8839 0.0 -0.3 -0.1 0.088
H 2.7467 -4.9028 3.6137 -0.2 0.1 -0.1 0.097
H -5.5240 0.4808 0.3604 -0.2 0.1 0.1 0.173
H 8.0935 3.0852 -1.7769 0.0 0.0 0.0 0.098
H 1.9010 3.9704 -1.4638 0.2 -0.1 0.0 0.098
H 0.7059 -4.1837 7.6844 0.0 0.0 -0.1 0.070
H 1.4629 -4.4251 9.2615 0.0 0.0 0.0 0.073
H -6.4715 2.8082 0.5713 0.1 0.1 0.1 0.058
H 0.1344 5.1304 -0.6425 0.0 0.1 0.0 0.063
H -8.8550 2.7760 -2.0053 -0.6 -0.1 0.3 0.118
H -0.4379 3.7029 0.2090 -0.2 0.1 0.1 0.064
H 2.7753 -6.3562 8.2963 0.0 0.0 -0.1 0.069
H 7.4782 1.5098 0.0247 0.0 0.0 0.0 0.100
H -6.0003 0.3189 -5.1205 0.6 -0.2 0.2 0.050
H 4.2100 -4.6192 2.6847 0.0 0.2 -0.1 0.127
H -2.2143 0.7157 -0.5120 0.1 0.2 0.0 0.101
H 0.4499 3.1544 -3.2373 0.1 0.0 -0.2 0.113
H -3.7303 -1.4485 0.3933 -0.1 -0.2 0.1 0.112
H 1.0434 -0.2927 -1.9246 0.3 0.1 0.2 0.113
H 4.5865 -4.2753 5.1512 -0.1 0.0 0.0 0.073
H -0.9440 3.9960 -1.4461 -0.1 0.0 -0.1 0.063
H 1.4936 2.6372 -0.4282 0.0 -0.2 0.1 0.090
H -3.1808 -2.0144 -1.1784 0.1 -0.1 -0.1 0.125
```
Positions in Å, forces in eV/Å.

HOMO (eV): -8.53
LUMO (eV): -0.2363
DFT total energy (eV): -84882.79872
Frontier orbital gap (eV): 8.3

No. 3
C17H30N7O5 | wB97M-V/def2-TZVPD

Structure (XYZ):
```
59
Properties=species:S:1:pos:R:3:forces:R:3:nbo_charge:R:1
O -2.2103 -4.3299 -1.7310 1.8 2.3 1.2 -0.694
O 1.5093 -3.5442 0.2255 -0.2 0.3 -0.8 -0.326
O 3.6536 5.1100 -0.1722 0.7 -1.2 -0.9 -0.542
O 3.6041 0.8269 -1.5832 -3.3 -0.2 -2.0 -0.427
O -1.4621 -2.1988 -2.1593 -0.9 -2.2 3.5 -0.588
N 2.3816 -1.1534 -0.6956 -2.7 3.8 0.6 -0.454
N 0.3770 -0.0642 0.0714 2.4 -2.6 -0.4 -0.187
N 1.2459 0.8384 -0.4894 4.3 2.0 -2.6 -0.180
N -3.1856 -1.2975 3.6604 -0.2 3.7 0.9 -0.373
N 3.3997 1.1315 -4.1623 -0.3 -0.5 5.3 -0.265
N 0.6332 -2.4972 0.4006 -0.5 0.3 0.1 -0.130
N -4.3868 1.8834 -0.3983 0.9 -0.5 0.3 -0.838
C -1.8487 -3.0075 -1.2846 0.5 0.3 -2.6 0.795
C 0.7631 -5.6301 -0.8909 1.1 -0.3 0.0 -0.661
C 4.6801 5.3722 -1.1983 0.4 -0.9 -0.3 -0.270
C 1.0762 -1.3121 -0.0377 1.7 2.4 -1.1 0.591
C 3.3822 0.9934 -2.9720 1.0 0.2 -2.1 0.482
C 1.1368 2.3163 -0.6756 -0.8 2.1 0.1 -0.257
C 1.3716 -4.1538 -1.0925 1.1 -1.9 -1.3 -0.119
C 2.4589 0.2550 -0.9782 -3.8 -5.1 2.8 0.672
C -0.6220 -2.8250 1.1185 -1.0 -0.2 1.1 -0.252
C -0.9005 0.4001 0.6409 -1.7 2.2 -0.3 -0.264
C -3.3173 1.2311 0.4162 -0.2 -1.1 0.8 -0.219
C 3.4349 3.6862 -0.2399 -0.5 -0.9 -1.2 -0.068
C -3.4690 1.2599 4.4146 0.1 -0.9 -0.2 -0.720
C -1.9828 -2.7329 0.2759 -1.4 -0.8 -0.4 -0.546
C -2.0344 0.7712 -0.4730 -1.1 0.2 1.6 -0.436
C -3.3107 -0.1707 3.9941 0.3 -2.5 -0.7 0.311
C 2.0217 3.1969 0.3396 0.1 0.3 1.0 -0.455
H 0.0546 2.7077 -0.5773 1.7 -1.2 -0.2 0.253
H -2.9844 1.8705 1.3230 -0.5 -0.6 -1.6 0.178
H -5.2802 1.9215 0.1276 0.9 -0.2 -0.7 0.376
H 4.2062 5.3109 -2.2510 0.6 0.4 1.6 0.183
H 2.4495 -4.3032 -1.4858 -1.7 0.5 0.8 0.222
H -1.7416 1.6605 -1.1238 -0.2 -1.4 0.7 0.229
H -0.5504 -3.9076 1.5135 0.4 1.9 -0.9 0.277
H 0.4668 -5.7280 0.2086 0.0 0.0 -1.7 0.228
H -3.7924 0.2830 0.8921 1.2 1.1 -0.5 0.171
H 1.3759 4.0978 0.6706 1.2 -1.3 -0.7 0.255
H -0.0509 -5.9247 -1.6300 0.9 0.5 1.2 0.221
H 5.2264 6.3565 -1.0278 -1.0 -1.4 -0.1 0.223
H -2.3816 -0.1404 -1.0631 0.9 1.3 0.5 0.245
H -1.5483 -4.4938 -2.4521 -1.2 0.2 0.4 0.500
H -0.7261 -2.1791 2.0734 0.2 -1.0 -1.6 0.245
H 4.2933 3.0625 0.2214 -1.2 1.2 -0.5 0.186
H -3.9729 1.3086 5.3811 0.1 -0.1 -0.1 0.273
H 5.4121 4.4779 -1.1352 -0.7 1.7 -0.2 0.175
H -1.3738 -0.2578 1.4379 1.2 0.5 -1.2 0.275
H 1.6198 -6.3915 -1.0505 -1.4 1.2 0.3 0.236
H 0.8459 -3.5112 -1.8725 0.5 -0.6 1.4 0.209
H 2.2353 2.5998 1.2983 -0.5 0.7 -1.4 0.224
H -2.4889 1.7323 4.4995 -0.1 -0.1 0.0 0.256
H -2.6795 -3.5577 0.6918 1.2 1.4 -0.7 0.277
H 1.4656 2.5662 -1.7528 -0.6 -0.6 1.6 0.248
H -2.5693 -1.7558 0.4094 1.2 -1.3 -0.2 0.247
H 3.4422 3.4073 -1.3657 -0.1 0.3 1.6 0.153
H -4.0626 1.8003 3.6755 0.0 -0.1 0.1 0.257
H -0.6871 1.4115 1.1645 -0.1 -1.7 -0.7 0.235
H -4.4869 1.2972 -1.2401 -0.4 0.5 0.6 0.363
```
Positions in Å, forces in eV/Å.

HOMO (eV): -12.19
Total charge: +1
LUMO (eV): -3.3082
DFT total energy (eV): -38767.86416
Frontier orbital gap (eV): 8.9